Record 1
108
Properties=species:S:1:pos:R:3:mulliken_charge:R:1 method="wB97M-V/def2-TZVPD" lumo_ha=0.1316 charge=-2 e_tot_ev=-186941.651 gap_ev=5.1 homo_ev=-1.50
K 0.01331 -0.65494 1.02481 0.9353
C -4.18922 -2.17097 2.78817 -1.5057
C -3.42764 -2.05056 1.49614 0.3008
N -3.26306 -0.96281 0.85738 -0.0302
N -3.70001 0.16417 1.49673 0.0462
C -3.92295 1.34040 0.84996 0.0840
N -3.67877 2.41194 1.65328 -0.4887
S -4.53230 1.45807 -0.68489 -0.3222
C -2.72369 -3.24646 0.96643 0.2279
C -3.40166 -4.36263 0.49189 -0.5001
C -2.65125 -5.42397 0.00541 -0.4864
C -1.27005 -5.34154 0.03457 -0.6213
C -0.68072 -4.19791 0.56261 -0.5112
N -1.39428 -3.17092 1.01964 0.1683
H -5.11236 -1.58935 2.73787 0.3428
H -3.59413 -1.78643 3.62109 0.1889
H -4.41987 -3.21475 2.99457 0.4622
H -3.40550 0.25003 2.46479 0.3019
H -2.79633 2.28198 2.16725 0.1456
H -3.77046 3.29289 1.17580 0.3517
H -4.48397 -4.38897 0.48133 0.4579
H -3.14254 -6.30258 -0.39551 0.4227
H -0.65495 -6.14638 -0.34383 0.4387
H 0.39559 -4.10199 0.63145 0.4859
S 0.56794 -2.23082 -1.44365 0.3595
C 2.19517 -2.66253 -1.86408 -0.7996
C 2.46549 -3.06237 -3.17181 -0.5821
C 3.72104 -3.50868 -3.58390 0.2686
C 3.93637 -3.88363 -4.93513 -0.0848
N 4.09033 -4.17977 -6.03986 -0.6941
C 4.75444 -3.57921 -2.62414 0.7285
C 4.50208 -3.16709 -1.32172 -0.8413
C 3.25105 -2.68525 -0.89687 0.0725
S 3.07021 -2.18078 0.73416 -0.5443
C 6.03443 -4.08949 -2.97791 -0.0557
N 7.07104 -4.51436 -3.25090 -0.6682
H 1.65531 -3.03634 -3.88896 0.5041
H 5.29837 -3.22536 -0.59214 0.4381
C 2.73236 2.48339 7.47550 -1.6406
C 3.21800 1.75413 6.21242 2.1289
C 4.34722 2.57119 5.56561 -1.8417
C 3.80336 0.39497 6.61315 -1.9711
C 2.03995 1.58385 5.25309 0.0877
C 1.26506 0.43333 5.22917 -0.2351
C 0.20001 0.35609 4.35805 -0.0304
Br -0.87901 -1.22265 4.37658 -0.2196
C -0.18794 1.35472 3.43133 -0.3328
O -1.18847 1.14941 2.64318 -0.4220
C 0.61834 2.54256 3.47639 -0.6219
C 1.66572 2.60896 4.38319 -0.2740
C 0.31004 3.75297 2.58705 3.1888
C -0.94120 4.45257 3.14678 -1.7188
C 1.44716 4.78465 2.59011 -2.4437
C 0.10051 3.35011 1.11651 -2.0405
H 3.55940 2.65668 8.17209 0.4288
H 1.96531 1.89496 7.98249 0.3425
H 2.29671 3.44786 7.20616 0.3302
H 5.23985 2.54131 6.19567 0.4576
H 4.06902 3.61812 5.43860 0.3604
H 4.60042 2.16135 4.58675 0.3909
H 4.69947 0.53672 7.22206 0.4490
H 4.07385 -0.17561 5.72316 0.4442
H 3.09525 -0.19065 7.20123 0.3330
H 1.47485 -0.40961 5.87293 0.2267
H 2.24584 3.52006 4.41622 0.1498
H -0.72708 4.85692 4.13891 0.3771
H -1.77360 3.75953 3.24645 0.3720
H -1.24626 5.27660 2.49412 0.3812
H 1.53582 5.28888 3.55540 0.3893
H 1.23272 5.54743 1.83773 0.4686
H 2.40413 4.32285 2.34162 0.4381
H -0.58073 2.50973 1.02757 0.2364
H 1.05703 3.06154 0.67152 0.4844
H -0.30557 4.18909 0.54465 0.4734
C -3.84158 2.80913 -5.73410 -0.3593
C -2.46870 2.97899 -5.64110 -0.7154
C -1.73973 2.26238 -4.69751 0.0215
C -2.36471 1.36183 -3.83903 0.0064
C -3.74694 1.20872 -3.94365 -0.4561
C -4.48256 1.92293 -4.87797 -0.9175
Sb -1.28367 0.05315 -2.43537 0.7288
C -1.92197 -1.58654 -3.68714 0.1578
C -1.96125 -1.49498 -5.07488 -0.2978
C -2.35229 -2.58163 -5.84835 -0.6758
C -2.73025 -3.76813 -5.23727 -0.5084
C -2.72275 -3.86116 -3.85214 -0.3772
C -2.32086 -2.77747 -3.08585 -0.1524
C 0.60754 0.54539 -3.35234 0.7695
C 1.16949 -0.17940 -4.39738 -0.0553
C 2.42326 0.14779 -4.89529 -0.4346
C 3.12921 1.21575 -4.35935 -0.6965
C 2.58022 1.94802 -3.31649 -0.5586
C 1.33096 1.60717 -2.81587 -0.9976
H -4.41208 3.36381 -6.47096 0.3413
H -1.96100 3.66497 -6.31055 0.3787
H -0.66572 2.39855 -4.64173 0.3435
H -4.25498 0.51240 -3.28480 0.6093
H -5.55634 1.78614 -4.94238 0.3685
H -1.68501 -0.56741 -5.56328 0.4395
H -2.35968 -2.50108 -6.92944 0.3526
H -3.03061 -4.61776 -5.83989 0.3480
H -3.01215 -4.78782 -3.36897 0.3952
H -2.29188 -2.86208 -2.00639 0.0160
H 0.63484 -1.02347 -4.81431 0.2057
H 2.85899 -0.44510 -5.69140 0.3855
H 4.11210 1.46572 -4.74093 0.3468
H 3.13187 2.77573 -2.88562 0.4028
H 0.91425 2.18082 -1.99176 0.4418

=====

Record 2
112
Properties=species:S:1:pos:R:3:mulliken_charge:R:1 method="wB97M-V/def2-TZVPD" lumo_ha="-0.0060 / -0.0170" charge=0 e_tot_ev=-126421.589 spin_multiplicity=7 gap_ev="5.0 / 4.3" homo_ev="-5.16 / -4.74"
Eu 0.06210 0.04195 -0.28219 0.5207
C 3.27035 -0.84817 -3.43495 -1.2977
C 3.61547 -0.81643 -1.93424 0.7437
C 4.89304 -0.39141 -1.53914 -1.1897
C 5.37758 0.07436 -0.30672 -0.7379
C 4.70399 0.26416 0.88441 -1.3272
C 3.24297 -0.18390 1.06507 1.6465
N 2.65519 -1.08219 -1.12850 -0.2812
C 2.81123 -0.65106 2.44447 -0.3593
C 3.69098 -1.09695 3.40540 -0.5652
C 3.13911 -1.65317 4.59975 -1.1949
C 1.84077 -1.33709 4.91141 -1.3168
C 1.03402 -0.66978 3.93020 0.3882
N 1.47388 -0.60370 2.65851 0.9134
C -0.05134 0.08523 4.39145 0.5909
C -0.28142 0.48419 5.69380 -0.7401
C -1.24020 1.42306 6.05946 -0.8589
C -2.15023 1.82634 5.12945 -0.5638
C -2.17768 1.28167 3.85838 1.0875
C -3.30818 1.56683 2.93866 -0.9688
N -1.16361 0.43986 3.49464 0.7670
H 2.51673 -1.66521 -3.63591 0.1737
H 4.17386 -1.06868 -4.07711 0.4375
H 2.75201 0.03777 -3.68772 0.1603
H 5.56269 -0.09768 -2.35375 0.1800
H 6.39838 0.46338 -0.40451 0.3307
H 5.15196 0.93767 1.60750 0.7594
H 4.76497 -1.12406 3.20385 0.5558
H 3.75075 -2.12077 5.37344 0.3869
H 1.38277 -1.61147 5.86655 0.4565
H 0.43440 0.11749 6.42674 0.3701
H -1.34062 1.80340 7.09390 0.3795
H -2.80759 2.72667 5.31256 0.2723
H -3.03739 1.58543 1.87272 -0.2832
H -3.66514 2.58176 3.14921 0.4901
H -4.10241 0.79116 3.13148 0.2531
C -1.76339 -5.25770 -2.49635 -0.7143
O -0.76973 -4.24933 -2.15311 -0.1382
C 0.19065 -4.57195 -1.24782 -0.1344
C 0.60247 -5.86762 -0.98743 -0.3189
C 1.82337 -6.09493 -0.30378 -1.0506
C 2.57229 -5.03230 0.18068 -1.0189
C 2.05724 -3.69372 0.05515 0.3962
C 2.89931 -2.67872 0.60794 -0.3919
N 3.00505 -1.38551 0.17154 0.7613
N 2.43295 0.84299 0.42462 -0.2822
C 1.83445 1.88670 1.12306 -0.0488
O 0.57082 2.03398 1.10772 -0.4712
C 2.54884 3.01683 1.75589 0.9015
C 1.83493 3.84684 2.57868 -0.5688
C 2.44822 4.78889 3.34198 -0.5674
C 3.82082 4.95053 3.28304 -0.6631
C 4.52383 4.25180 2.31922 -0.5133
C 3.93884 3.32439 1.47449 -0.3121
C 0.78347 -3.40696 -0.60813 0.5508
O 0.23868 -2.28033 -0.63073 0.3747
H -2.52067 -4.70192 -3.13482 -0.1046
H -2.24988 -5.50121 -1.55083 0.4419
H -1.37169 -6.15374 -3.04786 0.3178
H 0.08343 -6.80178 -1.22752 0.3906
H 2.18662 -7.12215 -0.17013 0.3178
H 3.49618 -5.15163 0.73781 0.4288
H 3.65114 -3.07474 1.26254 0.3639
H 0.75570 3.68041 2.71202 0.2666
H 1.83679 5.38529 3.97519 0.4528
H 4.43494 5.52791 3.96873 0.3769
H 5.58430 4.46448 2.19237 0.3732
H 4.42968 2.80380 0.58684 0.5038
C -5.47658 -3.43246 -4.71728 -1.3667
C -4.91050 -2.84899 -3.47294 0.7647
O -3.72867 -2.70748 -3.28099 -0.3471
S -6.17578 -2.45203 -2.31461 -0.2633
C -4.97064 -2.01605 -1.10991 0.1336
C -4.20908 -3.01159 -0.46947 -0.7064
C -3.18460 -2.65699 0.36726 -0.2292
C -2.94449 -1.28796 0.56862 1.4266
C -3.80063 -0.31515 0.00635 0.7148
C -4.83373 -0.67025 -0.86474 -1.2172
C -1.95957 -0.79822 1.46249 -0.2319
C -1.26986 -0.12228 2.20836 -0.9939
H -5.66899 -4.50204 -4.60534 0.3125
H -4.68391 -3.31757 -5.52651 0.2820
H -6.41474 -2.99678 -5.10570 0.4444
H -4.56188 -4.04654 -0.52777 0.4557
H -2.62584 -3.46475 0.86706 0.4341
H -3.42179 0.69873 0.12019 -0.4682
H -5.43525 0.12175 -1.37915 0.3149
Cl 1.66008 3.25360 -2.45891 -0.0348
C 2.64098 4.33151 -3.58221 -0.4721
Cl 1.67919 5.44073 -4.55810 -0.1750
H 3.19222 3.65583 -4.25001 0.3075
H 3.36326 4.91964 -3.00746 0.3246
C -3.51894 4.40244 -0.22630 -0.8251
N -2.43068 4.01166 -1.15756 0.1441
C -1.65681 5.11195 -1.81925 -0.8319
C -1.98679 2.79755 -1.20703 0.1464
N -1.47720 1.74147 -1.09850 -0.0807
H -3.11531 4.92048 0.65060 0.2838
H -4.00248 3.48823 0.03297 0.2648
H -4.14495 5.15298 -0.76180 0.3063
H -2.30226 5.72641 -2.40156 0.3485
H -0.82615 4.68926 -2.37879 0.1757
H -1.20187 5.72730 -0.99591 0.3005
C -2.30409 0.86535 -4.13817 -0.6251
C -1.07643 -0.01992 -3.92278 -0.0867
O -1.17097 -0.89460 -2.77326 0.1176
H -2.14363 1.46969 -5.03151 0.4286
H -2.57007 1.50668 -3.28479 -0.1223
H -3.13938 0.18576 -4.33655 0.1108
H -0.12970 0.54079 -3.76832 0.0181
H -0.87601 -0.66194 -4.80038 0.4311
H -1.46853 -1.82543 -2.96966 -0.0132